No. 1
Entry from the OMol25 dataset: 3 unconnected molecules or ions with the total composition C13H28IN4O5 (wB97M-V/def2-TZVPD).

```
51
Properties=species:S:1:pos:R:3:forces:R:3
C -1.258 0.097 -0.048 -0.15 0.27 0.23
N -1.727 1.433 -0.413 0.31 -0.38 -0.11
C -3.079 1.643 -0.881 0.39 0.02 0.23
C -4.021 2.235 0.166 0.21 -0.08 -0.12
O -5.018 2.773 -0.127 -0.53 0.23 -0.05
I -3.433 2.012 2.226 0.07 -0.04 0.14
C -0.913 2.469 -0.306 -0.05 0.46 -0.06
N -1.274 3.744 -0.574 -0.06 0.02 0.01
C -0.205 4.460 -0.320 0.01 0.00 0.02
N 0.823 3.714 0.086 -0.04 -0.15 0.02
N 0.373 2.426 0.095 -0.58 -0.60 -0.23
H -0.664 0.169 0.862 0.18 -0.06 0.06
H -2.119 -0.503 0.217 -0.10 -0.16 -0.11
H -0.712 -0.373 -0.860 0.05 -0.12 -0.09
H -3.470 0.681 -1.194 -0.18 -0.10 -0.04
H -3.091 2.320 -1.728 -0.07 0.10 -0.12
H -0.146 5.530 -0.409 0.09 0.10 -0.02
H 1.765 3.956 0.343 0.05 -0.01 0.05
H 0.896 1.600 0.353 0.52 0.35 0.41
C 2.475 1.581 5.546 -0.01 -0.06 0.08
O 3.103 0.411 5.049 0.03 0.13 -0.17
C 2.273 -0.391 4.235 0.09 -0.03 0.18
C 2.550 -0.177 2.764 -0.15 -0.08 -0.06
O 2.237 1.154 2.343 -0.06 0.07 -0.29
C 3.380 1.998 2.291 -0.01 0.02 -0.05
H 3.259 2.249 5.898 0.02 -0.03 0.03
H 1.894 2.091 4.773 -0.01 0.00 -0.01
H 1.818 1.338 6.386 -0.03 0.02 -0.02
H 1.217 -0.208 4.458 -0.02 0.01 -0.03
H 2.490 -1.436 4.474 -0.04 -0.02 -0.01
H 1.921 -0.859 2.183 0.02 -0.01 0.00
H 3.594 -0.406 2.538 0.02 0.02 0.01
H 3.969 1.803 1.388 0.03 -0.02 0.04
H 4.016 1.867 3.166 -0.01 0.02 0.01
H 3.028 3.032 2.275 -0.01 0.00 0.04
C -1.880 -4.788 -4.639 0.01 -0.01 -0.08
O -0.616 -4.156 -4.769 -0.02 0.00 0.17
C -0.678 -2.746 -4.811 0.09 -0.12 -0.14
C -0.346 -2.127 -3.470 -0.11 0.14 0.05
O -1.297 -2.460 -2.467 0.08 0.04 0.05
C -0.880 -3.532 -1.634 -0.06 0.01 0.03
H -1.701 -5.815 -4.327 0.03 -0.01 -0.03
H -2.506 -4.294 -3.893 0.00 0.01 0.01
H -2.405 -4.798 -5.599 -0.03 0.02 0.02
H -1.662 -2.410 -5.151 -0.02 0.02 0.03
H 0.064 -2.407 -5.540 -0.02 0.04 -0.01
H -0.354 -1.036 -3.578 0.02 -0.01 -0.02
H 0.659 -2.429 -3.157 0.01 -0.03 -0.01
H -0.154 -3.184 -0.888 0.03 -0.03 -0.03
H -0.435 -4.341 -2.213 0.00 0.00 0.00
H -1.760 -3.910 -1.118 -0.01 0.03 0.01
```
Forces are in eV/Å.

## Properties
**HOMO energy**: -11.5 eV
**Charge**: +1

So, what does the natural (NBO) scheme give us? The charges, in e, come out as: atom 1 (C): -0.427, atom 2 (N): -0.373, atom 3 (C): -0.341, atom 4 (C): 0.476, atom 5 (O): -0.453, atom 6 (I): 0.025, atom 7 (C): 0.594, atom 8 (N): -0.478, atom 9 (C): 0.285, atom 10 (N): -0.337, atom 11 (N): -0.371, atom 12 (H): 0.210, atom 13 (H): 0.245, atom 14 (H): 0.230, atom 15 (H): 0.262, atom 16 (H): 0.265, atom 17 (H): 0.248, atom 18 (H): 0.454, atom 19 (H): 0.469, atom 20 (C): -0.256, atom 21 (O): -0.545, atom 22 (C): -0.091, atom 23 (C): -0.090, atom 24 (O): -0.587, atom 25 (C): -0.263, atom 26 (H): 0.199, atom 27 (H): 0.165, atom 28 (H): 0.181, atom 29 (H): 0.175, atom 30 (H): 0.200, atom 31 (H): 0.181, atom 32 (H): 0.188, atom 33 (H): 0.173, atom 34 (H): 0.213, atom 35 (H): 0.169, atom 36 (C): -0.257, atom 37 (O): -0.547, atom 38 (C): -0.088, atom 39 (C): -0.089, atom 40 (O): -0.567, atom 41 (C): -0.259, atom 42 (H): 0.197, atom 43 (H): 0.173, atom 44 (H): 0.177, atom 45 (H): 0.176, atom 46 (H): 0.191, atom 47 (H): 0.171, atom 48 (H): 0.177, atom 49 (H): 0.156, atom 50 (H): 0.197, atom 51 (H): 0.196

---

No. 2
Entry from the OMol25 dataset: 2 unconnected molecules or ions with the total composition C6H10O (wB97M-V/def2-TZVPD).

```
17
Properties=species:S:1:pos:R:3:forces:R:3
C -0.055 -2.358 -0.300 -0.03 -0.12 0.02
C -0.095 -0.874 -0.247 -0.15 0.18 -0.12
C -0.606 -0.016 -1.181 0.35 -0.07 0.23
C 0.061 1.229 -1.030 0.16 -0.44 0.04
C 0.487 1.339 0.421 0.13 -0.03 -0.03
C 0.544 -0.120 0.898 0.20 -0.02 -0.25
O -0.085 -0.437 2.124 -0.23 0.06 0.09
H -0.349 -2.745 0.680 0.04 -0.06 -0.11
H 0.964 -2.719 -0.495 -0.15 0.10 0.04
H -0.715 -2.761 -1.073 0.08 0.06 0.12
H -1.124 -0.329 -2.084 0.00 0.03 0.14
H -0.638 3.586 -0.967 -0.02 0.28 -0.13
H -0.240 3.029 -1.316 -0.33 0.42 0.11
H 1.454 1.854 0.449 -0.06 -0.12 0.21
H -0.179 1.925 1.072 -0.04 -0.12 -0.48
H 1.593 -0.406 1.024 -0.10 -0.09 -0.02
H -1.018 -0.200 2.025 0.15 -0.05 0.14
```
Forces are in eV/Å.

## Properties
**HOMO energy (alpha / beta)**: -7.9 / -7.9 eV
**Energy above the lowest of the compared OMol25 structures with the same formula, charge and spin**: 4.4308 eV
**Charge**: 0

So, what does the natural (NBO) scheme give us? The charges, in e, come out as: atom 1 (C): -0.670, atom 2 (C): 0.139, atom 3 (C): -0.378, atom 4 (C): 0.088, atom 5 (C): -0.575, atom 6 (C): 0.034, atom 7 (O): -0.696, atom 8 (H): 0.245, atom 9 (H): 0.235, atom 10 (H): 0.225, atom 11 (H): 0.222, atom 12 (H): -0.059, atom 13 (H): 0.045, atom 14 (H): 0.234, atom 15 (H): 0.252, atom 16 (H): 0.196, atom 17 (H): 0.465

---

No. 3
Entry from the OMol25 dataset: 10 unconnected molecules or ions with the total composition C17H44BN3O15S (wB97M-V/def2-TZVPD).

```
81
Properties=species:S:1:pos:R:3:forces:R:3
C 3.838 -3.444 -1.377 -0.74 0.53 0.57
C 4.893 -3.009 -0.177 -0.37 -2.71 0.00
O 5.425 -1.646 -0.322 -3.48 2.28 -1.03
C 4.307 -0.647 -0.341 -3.75 -2.57 4.60
O 3.307 -0.904 0.540 5.82 2.12 -5.58
C 4.267 0.648 -1.391 0.59 -1.27 -1.19
C 2.747 1.177 -1.714 -0.75 0.16 1.45
C 2.664 2.824 -1.985 -1.73 -0.78 -0.35
C 1.195 3.281 -1.342 -2.82 1.45 1.66
C -0.110 2.416 -1.928 -2.16 2.18 2.58
C -1.666 2.688 -1.380 3.82 -0.30 -0.77
O -2.703 1.819 -1.952 2.13 4.09 1.19
C -3.963 2.526 -2.212 -1.93 -1.12 -0.23
C -5.084 1.845 -1.175 -0.34 1.24 0.96
N -4.533 0.689 -0.372 -1.71 -0.84 -0.25
C -4.627 -0.635 -1.121 -0.29 -1.60 -0.01
C -3.167 -1.326 -1.447 0.10 0.46 0.32
C -3.081 -2.932 -1.130 0.63 0.44 -0.75
O -2.781 -1.110 -2.864 -1.75 0.00 0.43
C -1.867 3.849 -0.241 -0.54 0.97 1.37
N -3.167 4.238 0.427 5.93 0.74 -0.76
S -2.760 5.525 1.565 3.11 -2.43 -3.05
N -1.007 5.737 1.379 -1.17 -4.61 -3.92
C -0.558 4.714 0.334 -1.65 0.13 0.57
C 0.991 4.441 -0.201 -2.19 -2.67 -2.43
B 2.259 5.279 0.427 -0.09 -0.16 0.93
O 3.112 6.100 -0.455 0.20 -2.75 2.74
O 2.483 5.124 1.908 0.70 -1.49 -3.64
H 2.741 -3.052 -1.127 2.44 -0.76 -0.47
H 3.735 -4.622 -1.457 0.52 2.60 0.14
H 4.161 -2.942 -2.384 -0.46 -1.17 1.79
H 5.819 -3.750 -0.280 -1.74 1.99 0.23
H 4.412 -3.245 0.869 1.02 0.91 -2.21
H 5.012 1.494 -1.050 -1.63 -1.76 -0.41
H 4.697 0.223 -2.418 -0.64 0.87 2.34
H 2.064 0.989 -0.756 1.67 0.22 -2.02
H 2.212 0.576 -2.591 1.54 1.30 1.85
H 2.559 2.999 -3.161 0.50 -0.05 2.76
H 3.573 3.396 -1.520 -1.91 -1.02 -0.94
H 0.066 1.562 -2.744 -0.61 2.15 2.07
H -4.337 2.245 -3.301 1.20 0.59 2.10
H -3.912 3.692 -2.131 0.10 -2.36 0.08
H -6.052 1.479 -1.728 1.77 1.03 0.68
H -5.365 2.701 -0.391 0.47 -1.93 -1.74
H -5.166 0.543 0.470 1.08 0.69 -1.55
H -5.281 -0.523 -2.114 1.46 -0.22 1.88
H -5.223 -1.437 -0.468 1.23 1.84 -1.34
H -2.361 -0.747 -0.784 -1.80 -1.32 -1.58
H -1.926 -3.230 -1.143 -2.61 0.64 0.21
H -3.562 -3.186 -0.094 0.95 0.37 -2.07
H -3.569 -3.508 -2.043 0.73 1.12 2.08
H -3.612 -1.010 -3.428 1.60 -0.30 1.41
H 4.063 5.874 -0.181 -1.85 0.99 -0.44
H 2.600 4.122 2.038 -0.67 2.14 -0.03
O 3.533 -0.629 3.671 0.11 0.18 -0.07
H 4.261 -0.018 3.482 -0.22 -0.17 0.05
H 3.149 -0.812 2.800 0.19 -0.05 0.03
O 3.491 -5.264 1.318 -0.07 -0.58 0.19
H 2.774 -5.211 1.968 -0.04 0.15 0.01
H 3.779 -6.189 1.362 -0.08 0.36 -0.02
O 2.097 5.602 -3.150 0.02 0.50 -0.24
H 2.286 5.838 -2.229 0.06 -0.06 -0.09
H 2.061 6.456 -3.607 0.00 -0.35 0.12
O -7.009 -3.173 -1.027 0.18 -0.01 0.09
H -7.726 -3.120 -0.377 0.21 -0.24 -0.23
H -6.721 -4.097 -0.983 -0.13 0.42 0.03
O -9.154 -4.767 -0.298 -0.16 -0.41 -0.26
H -9.455 -4.544 -1.192 0.09 -0.03 0.27
H -8.768 -5.651 -0.395 -0.19 0.26 0.11
O -1.876 -1.553 1.592 0.03 0.41 0.18
H -2.601 -0.910 1.588 0.21 -0.14 -0.06
H -1.088 -1.016 1.760 -0.23 -0.21 -0.07
O 6.206 0.325 5.134 0.03 -0.34 0.34
H 5.651 -0.459 5.265 0.11 0.20 -0.10
H 6.878 0.255 5.829 -0.21 0.09 -0.30
O 1.307 -4.384 3.620 -0.30 0.01 -0.30
H 0.490 -4.504 4.126 0.37 0.07 -0.23
H 1.637 -3.520 3.909 -0.03 -0.47 0.15
O 2.158 -3.038 5.801 0.32 0.51 0.69
H 2.513 -2.137 5.821 -0.07 -0.14 -0.15
H 2.363 -3.391 6.680 -0.12 0.01 -0.37
```
Forces are in eV/Å.

## Properties
**HOMO energy**: -8.0 eV
**Energy above the lowest of the compared OMol25 structures with the same formula, charge and spin**: 12.7182 eV
**SMILES string**: CCOC(=O)CCCc1cc(OCCNC[C@@H](C)O)c2nsnc2c1B(O)O.O.O.O.O.O.O.O.O.O
**Charge**: 0

So, what does the Mulliken scheme give us? The charges, in e, come out as: atom 1 (C): -0.818, atom 2 (C): -0.227, atom 3 (O): -0.379, atom 4 (C): 0.470, atom 5 (O): -0.538, atom 6 (C): -0.534, atom 7 (C): -0.479, atom 8 (C): -0.409, atom 9 (C): 0.532, atom 10 (C): -0.716, atom 11 (C): 0.175, atom 12 (O): -0.134, atom 13 (C): -0.591, atom 14 (C): -0.596, atom 15 (N): -0.307, atom 16 (C): -0.537, atom 17 (C): 0.521, atom 18 (C): -1.146, atom 19 (O): -0.533, atom 20 (C): 0.413, atom 21 (N): -0.318, atom 22 (S): 0.122, atom 23 (N): -0.501, atom 24 (C): 0.125, atom 25 (C): -0.017, atom 26 (B): 0.478, atom 27 (O): -0.610, atom 28 (O): -0.552, atom 29 (H): 0.147, atom 30 (H): 0.306, atom 31 (H): 0.291, atom 32 (H): 0.293, atom 33 (H): 0.255, atom 34 (H): 0.332, atom 35 (H): 0.257, atom 36 (H): 0.358, atom 37 (H): 0.237, atom 38 (H): 0.275, atom 39 (H): 0.152, atom 40 (H): 0.168, atom 41 (H): 0.335, atom 42 (H): 0.337, atom 43 (H): 0.396, atom 44 (H): 0.309, atom 45 (H): 0.320, atom 46 (H): 0.256, atom 47 (H): 0.197, atom 48 (H): 0.061, atom 49 (H): 0.243, atom 50 (H): 0.254, atom 51 (H): 0.283, atom 52 (H): 0.335, atom 53 (H): 0.302, atom 54 (H): 0.345, atom 55 (O): -0.601, atom 56 (H): 0.318, atom 57 (H): 0.335, atom 58 (O): -0.570, atom 59 (H): 0.306, atom 60 (H): 0.269, atom 61 (O): -0.617, atom 62 (H): 0.380, atom 63 (H): 0.288, atom 64 (O): -0.616, atom 65 (H): 0.318, atom 66 (H): 0.299, atom 67 (O): -0.661, atom 68 (H): 0.347, atom 69 (H): 0.316, atom 70 (O): -0.638, atom 71 (H): 0.316, atom 72 (H): 0.296, atom 73 (O): -0.623, atom 74 (H): 0.305, atom 75 (H): 0.302, atom 76 (O): -0.613, atom 77 (H): 0.287, atom 78 (H): 0.337, atom 79 (O): -0.605, atom 80 (H): 0.312, atom 81 (H): 0.274

---

No. 4
Entry from the OMol25 dataset: C5H10N2O in the gas phase (wB97M-V/def2-TZVPD).

```
18
Properties=species:S:1:pos:R:3:forces:R:3
C 0.305 -0.554 0.021 1.46 1.70 -2.10
C 0.129 -1.541 1.166 -0.42 0.43 0.73
N -0.235 -1.071 -1.240 -0.03 -0.02 -0.07
C -1.378 0.741 1.224 -0.76 4.12 1.27
O -1.155 0.774 2.410 -0.20 -0.69 -1.79
H 1.389 -0.468 -0.109 -0.02 -0.22 -0.13
H -1.241 -1.203 -1.171 0.14 0.00 -0.01
H 0.165 -1.985 -1.451 -0.10 0.17 0.04
H -2.182 0.207 0.709 0.25 -0.78 0.06
H 0.712 -2.449 0.973 0.05 0.26 -0.24
H 0.475 -1.116 2.110 -0.12 -0.14 0.01
H -0.912 -1.863 1.275 0.07 0.14 0.14
C 1.014 1.755 -1.301 -0.14 0.40 0.20
C 0.068 1.292 -0.251 0.45 -3.85 0.29
N -0.886 1.861 0.305 -0.65 -1.33 1.58
H 2.044 1.598 -0.976 -0.06 -0.04 -0.08
H 0.828 1.196 -2.220 0.08 -0.02 0.12
H 0.858 2.824 -1.474 0.00 -0.13 -0.02
```
Forces are in eV/Å.

## Properties
**HOMO energy**: -9.1 eV
**Energy above the lowest of the compared OMol25 structures with the same formula, charge and spin**: 3.0789 eV
**SMILES string**: C/C(=N/C=O)[C@@H](C)N
**Charge**: 0

So, what does the natural (NBO) scheme give us? The charges, in e, come out as: atom 1 (C): -0.142, atom 2 (C): -0.640, atom 3 (N): -0.856, atom 4 (C): 0.547, atom 5 (O): -0.526, atom 6 (H): 0.191, atom 7 (H): 0.349, atom 8 (H): 0.357, atom 9 (H): 0.133, atom 10 (H): 0.213, atom 11 (H): 0.235, atom 12 (H): 0.203, atom 13 (C): -0.701, atom 14 (C): 0.394, atom 15 (N): -0.491, atom 16 (H): 0.232, atom 17 (H): 0.260, atom 18 (H): 0.239

---

| no. | maximum force (eV/Å) |
| --- | --- |
| 1 | 0.9 |
| 2 | 0.5 |
| 3 | 8.3 |
| 4 | 4.4 |